No. 1
{
  "formula": "C7H14Cl14",
  "method": "ωB97M-V/def2-TZVPD",
  "smiles": "ClCCl.ClCCl.ClCCl.ClCCl.ClCCl.ClCCl.ClCCl",
  "elements": ["Cl", "C", "Cl", "H", "H", "Cl", "C", "Cl", "H", "H", "Cl", "C", "Cl", "H", "H", "Cl", "C", "Cl", "H", "H", "Cl", "C", "Cl", "H", "H", "Cl", "C", "Cl", "H", "H", "Cl", "C", "Cl", "H", "H"],
  "xyz": [[-6.9627, -3.4422, 16.7938], [-7.3063, -1.7932, 16.2352], [-9.0699, -1.5777, 16.0605], [-6.9562, -1.1364, 17.0222], [-6.7838, -1.6055, 15.3056], [1.8661, -0.3338, 16.0305], [0.3864, -0.7632, 16.8233], [0.4610, -2.3561, 17.6335], [0.1707, -0.0576, 17.6226], [-0.4653, -0.7634, 16.1491], [-5.8239, 5.4659, 16.2113], [-4.2586, 5.9775, 16.8619], [-4.1713, 7.7552, 16.9263], [-4.0940, 5.5755, 17.8539], [-3.4915, 5.6132, 16.1882], [-3.8286, -4.3355, 15.9568], [-2.4982, -3.4786, 16.7524], [-2.8393, -3.3876, 18.5193], [-1.6053, -4.0609, 16.5674], [-2.4046, -2.4398, 16.4631], [2.1469, 2.0416, 18.6521], [0.9607, 3.3063, 18.3830], [-0.0325, 2.9429, 16.9512], [0.2814, 3.3167, 19.2289], [1.4402, 4.2725, 18.2814], [-0.0792, -1.8108, 22.0360], [-1.1865, -0.4436, 21.8094], [-1.1532, 0.2539, 20.2227], [-2.1926, -0.8258, 21.9681], [-1.0168, 0.2811, 22.5996], [-3.4175, 2.6774, 16.7163], [-3.1248, 1.2010, 17.6587], [-4.1304, -0.1479, 17.0772], [-2.1108, 0.9434, 17.3821], [-3.3887, 1.2794, 18.7026]]
}



No. 2
{
  "formula": "C7H14Cl14",
  "method": "ωB97M-V/def2-TZVPD",
  "elements": ["C", "Cl", "Cl", "H", "H", "C", "Cl", "Cl", "H", "H", "C", "Cl", "Cl", "H", "H", "C", "Cl", "Cl", "H", "H", "C", "Cl", "Cl", "H", "H", "C", "Cl", "Cl", "H", "H", "C", "Cl", "Cl", "H", "H"],
  "xyz": [[-0.6766, -0.0204, -0.7691], [0.5057, -0.7451, 0.3654], [-0.4099, -0.5873, -2.3915], [-1.7162, -0.2025, -0.4965], [-0.5180, 1.0557, -0.8390], [1.6468, -1.0943, 2.3277], [0.7850, 0.4626, 2.3218], [3.4113, -0.8007, 2.1297], [1.5445, -1.5396, 3.3173], [1.3139, -1.8070, 1.5731], [0.9041, -2.9574, -1.2332], [1.0437, -4.0894, -2.6005], [2.3449, -1.9750, -1.2395], [0.0677, -2.2762, -1.3900], [0.8632, -3.6294, -0.3760], [2.1409, 0.4042, -2.3056], [3.3547, 1.4657, -1.6439], [2.4490, 0.1365, -4.0586], [2.2691, -0.5802, -1.8553], [1.0970, 0.6236, -2.0817], [-1.9496, -0.4660, 1.9999], [-3.1131, 0.8416, 1.7091], [-2.7837, -1.9071, 2.5680], [-1.3805, -0.5762, 1.0768], [-1.3365, -0.1792, 2.8543], [1.5265, 1.9308, 0.4262], [0.7934, 2.4538, -1.0995], [2.3873, 3.2030, 1.3168], [0.8777, 1.4660, 1.1686], [2.2146, 1.1429, 0.1201], [-3.9693, 2.2017, -0.1958], [-5.3019, 1.3260, 0.6239], [-2.7169, 1.1430, -0.7417], [-4.2975, 2.7691, -1.0667], [-3.3712, 2.8067, 0.4857]]
}



No. 3
{
  "formula": "C7H14ClF3N3O6",
  "method": "ωB97M-V/def2-TZVPD",
  "charge": -1,
  "elements": ["N", "C", "C", "C", "N", "N", "C", "O", "O", "C", "C", "C", "F", "F", "F", "H", "H", "H", "H", "H", "H", "H", "H", "H", "H", "H", "H", "H", "H", "O", "Cl", "O", "O", "O"],
  "xyz": [[1.2010, -1.0554, 0.8048], [2.3033, -0.1486, 0.3838], [2.1899, 1.3223, 0.9917], [0.6822, 1.8289, 0.6764], [0.6128, 1.9686, -0.8225], [0.0532, 3.2480, -1.1189], [-0.3545, 0.9685, -1.3803], [0.0609, 0.1703, -2.2253], [-1.6825, 1.0786, -0.9136], [-2.3472, -0.2015, -0.8541], [-3.2273, -0.4275, 0.4546], [-4.3259, 0.6862, 0.7302], [-5.5970, 0.0300, 0.7688], [-4.4327, 1.6783, -0.2465], [-4.1095, 1.1968, 2.0311], [1.0535, -1.0547, 1.8188], [1.3001, -2.0095, 0.4157], [2.2397, -0.0605, -0.7585], [3.3045, -0.6687, 0.6200], [2.4594, 1.4096, 2.0913], [2.8627, 1.9917, 0.3429], [0.5333, 2.8177, 1.2240], [-0.1071, 1.1120, 1.0678], [-0.7194, 3.4413, -0.4552], [-0.4050, 3.2189, -2.0441], [-3.0438, -0.2496, -1.7685], [-1.6550, -1.1021, -0.9499], [-3.7669, -1.4212, 0.3231], [-2.5171, -0.5621, 1.3445], [4.4997, -2.8210, -0.3374], [3.4891, -3.8424, -0.5120], [3.3037, -4.1055, -1.9219], [2.2368, -3.3822, 0.0616], [3.9049, -5.0553, 0.1576]]
}



no.,total energy (hartree)
1,-6717.768692
2,-6717.238989
3,-1650.367525